a) Density functional theory data (wB97M-V/def2-TZVPD) for the molecule C23H34N2O5.

Element x y z (Å)
C: -7.1232 1.4348 0.0766
O: -7.6162 0.1221 -0.0098
C: -6.6817 -0.8793 0.3145
C: -5.6430 -1.1248 -0.7876
C: -4.7946 -2.3388 -0.4462
O: -4.9301 -2.9496 0.5968
N: -3.8921 -2.7288 -1.3807
C: -3.5055 -1.9939 -2.5604
H: -3.3430 -2.7210 -3.3618
C: -2.2108 -1.2103 -2.2901
H: -2.4423 -0.2292 -1.8736
H: -1.6704 -1.0562 -3.2255
C: -1.3034 -1.9973 -1.3229
C: -1.5579 -3.4967 -1.4856
C: -2.9926 -3.8276 -1.0666
H: -3.3346 -4.7373 -1.5731
H: -3.0607 -3.9919 0.0115
H: -0.8521 -4.0520 -0.8687
H: -1.3727 -3.7676 -2.5256
O: 0.0662 -1.7802 -1.6066
C: 0.6711 -0.6164 -1.2437
C: 1.9991 -0.4856 -1.6550
C: 2.7248 0.6415 -1.3351
C: 2.1495 1.6597 -0.5821
C: 0.8276 1.5348 -0.1823
C: 0.0882 0.4110 -0.5100
H: -0.9364 0.3510 -0.1788
H: 0.3659 2.3259 0.3902
C: 2.9520 2.8877 -0.2709
O: 3.1775 3.7359 -1.1146
N: 3.3902 2.9903 1.0068
C: 3.3299 1.9255 1.9773
H: 2.5721 1.1951 1.6961
C: 4.7009 1.2479 2.0928
C: 4.6375 0.0848 3.0915
O: 3.6144 -0.8453 2.8279
C: 3.8196 -1.6468 1.6893
H: 4.8103 -2.1162 1.7110
H: 3.7109 -1.0799 0.7580
H: 3.0537 -2.4195 1.7203
H: 4.4128 0.4707 4.0898
H: 5.6143 -0.4226 3.1231
C: 5.7359 2.2950 2.5055
C: 5.7346 3.4516 1.5058
C: 4.3276 4.0353 1.3618
H: 4.2996 4.7877 0.5720
H: 4.0070 4.4876 2.3062
H: 6.4221 4.2332 1.8310
H: 6.0664 3.0917 0.5298
H: 5.4894 2.6713 3.5015
H: 6.7292 1.8443 2.5546
H: 4.9721 0.8571 1.1058
H: 3.0541 2.3529 2.9481
H: 3.7467 0.7388 -1.6716
H: 2.4371 -1.2870 -2.2289
H: -1.5219 -1.7217 -0.2815
H: -4.2993 -1.3213 -2.8792
H: -4.9961 -0.2516 -0.8964
H: -6.1702 -1.2915 -1.7293
H: -7.2651 -1.7904 0.4628
H: -6.1692 -0.6427 1.2569
H: -7.9804 2.0935 -0.0508
H: -6.6639 1.6223 1.0550
H: -6.3880 1.6544 -0.7068

Output
E_HOMO: -8.651 eV
SMILES: COCCC(=O)N1CCC(Oc2ccc(C(=O)N3CCC[C@@H](COC)C3)cc2)CC1
Frontier orbital gap: 9.187 eV
LUMO: 0.54 eV

b) Density functional theory data (wB97M-V/def2-TZVPD) for the molecule C23H34N2O5.

Element x y z (Å)
C: 6.2874 5.9655 -2.5902
O: 6.8775 5.2839 -1.5097
C: 6.7531 3.8838 -1.5690
C: 5.3245 3.3904 -1.2862
C: 4.5166 3.2221 -2.5673
O: 5.0389 3.2215 -3.6650
N: 3.1719 3.0875 -2.4271
C: 2.4443 2.8660 -1.2010
H: 3.0686 3.0704 -0.3342
C: 1.9324 1.4240 -1.1410
H: 1.3819 1.2630 -0.2131
H: 2.7766 0.7318 -1.1596
C: 1.0444 1.1337 -2.3573
C: 1.8342 1.4265 -3.6339
C: 2.3622 2.8595 -3.6086
H: 2.9897 3.0495 -4.4802
H: 1.5266 3.5685 -3.6026
H: 1.1963 1.2767 -4.5047
H: 2.6679 0.7263 -3.6977
O: 0.6604 -0.2283 -2.4097
C: -0.3380 -0.6980 -1.6172
C: -0.6084 -2.0629 -1.7483
C: -1.6053 -2.6564 -1.0072
C: -2.3454 -1.9091 -0.0952
C: -2.0897 -0.5499 0.0229
C: -1.0970 0.0563 -0.7274
H: -0.9373 1.1168 -0.6108
H: -2.6802 0.0511 0.6993
C: -3.4692 -2.5559 0.6428
O: -4.3956 -3.0735 0.0296
N: -3.4316 -2.5250 1.9918
C: -2.2709 -2.1673 2.7748
C: -2.6370 -1.1262 3.8304
C: -3.7498 -1.6754 4.7168
C: -4.9450 -2.0619 3.8504
H: -5.7310 -2.5038 4.4636
H: -5.3486 -1.1584 3.3872
C: -4.5676 -3.0486 2.7388
C: -4.3219 -4.4715 3.2610
H: -3.5326 -4.4838 4.0134
H: -5.2447 -4.8193 3.7271
C: -3.9417 -5.4510 2.1389
O: -4.9239 -5.5807 1.1530
H: -4.9400 -4.7631 0.6209
H: -3.8134 -6.4479 2.5721
H: -2.9794 -5.1478 1.6968
H: -5.4001 -3.0985 2.0277
H: -4.0543 -0.9251 5.4485
H: -3.3850 -2.5453 5.2656
H: -1.7539 -0.8845 4.4234
H: -2.9784 -0.2135 3.3378
H: -1.4899 -1.7932 2.1121
H: -1.8883 -3.0659 3.2754
H: -1.8192 -3.7075 -1.1275
H: -0.0227 -2.6323 -2.4521
H: 0.1526 1.7779 -2.3328
H: 1.5898 3.5549 -1.1799
H: 4.8462 4.1092 -0.6195
H: 5.3706 2.4211 -0.7860
H: 7.0727 3.5100 -2.5515
H: 7.4333 3.5111 -0.7997
H: 6.5941 7.0062 -2.5001
H: 5.1931 5.9072 -2.5614
H: 6.6292 5.5589 -3.5475

Output
E_HOMO: -8.831 eV
SMILES: COCCC(=O)N1CCC(Oc2ccc(C(=O)N3CCCC[C@@H]3CCO)cc2)CC1
Frontier orbital gap: 9.233 eV
LUMO: 0.40 eV

Stability summary: most stable b), least stable a).

a) Density functional theory data (wB97M-V/def2-TZVPD) for a cluster of 15 separate species, C30H90O15 in total.

Element x y z (Å)
O: 10.3557 11.2890 -11.8090
H: 9.5205 11.5204 -11.4027
H: 10.2442 10.3793 -12.0852
O: 5.3296 10.0920 -10.7012
H: 5.4429 9.4945 -9.9620
H: 5.5996 10.9458 -10.3631
O: 9.3715 20.4992 -20.3507
H: 9.8034 21.3511 -20.4135
H: 10.0570 19.9045 -20.0460
O: 10.8235 16.0398 -19.0860
H: 10.1950 15.3896 -18.7724
H: 11.5064 15.5253 -19.5164
O: 13.0162 16.3566 -14.7764
H: 13.7284 15.9633 -15.2808
H: 12.2766 16.3801 -15.3835
C: 0.0802 9.8421 -12.3262
C: 0.4506 9.6655 -13.7288
C: 0.4282 10.9132 -14.5999
O: 1.7027 9.0135 -13.6969
H: 0.1348 8.9394 -11.7176
H: -0.9614 10.1586 -12.2718
H: 0.6759 10.6484 -11.8982
H: -0.2868 8.9705 -14.1305
H: 0.7038 10.7358 -15.6394
H: 1.2648 11.5339 -14.2791
H: -0.5958 11.2827 -14.5431
H: 2.1375 9.2013 -12.8619
C: 6.3805 15.8722 -16.1166
C: 6.6338 14.3510 -15.9724
C: 5.9272 13.6336 -17.1728
O: 8.0337 14.1967 -15.9448
H: 5.3421 16.1646 -16.2723
H: 6.9544 16.3132 -16.9316
H: 6.7120 16.4795 -15.2744
H: 6.2095 14.0541 -15.0132
H: 5.8984 12.5462 -17.1036
H: 6.4262 13.8688 -18.1130
H: 4.9148 13.8722 -17.4985
H: 8.3534 13.6491 -15.2240
C: 6.2481 18.2904 -25.2881
C: 5.4251 18.3568 -24.0681
C: 5.6436 17.1734 -23.0678
O: 5.5926 19.5264 -23.3688
H: 5.9880 17.4291 -25.9035
H: 7.3318 18.3366 -25.1802
H: 5.9548 19.2007 -25.8109
H: 4.4074 18.4408 -24.4492
H: 6.6751 17.2316 -22.7202
H: 5.7438 16.1806 -23.5063
H: 4.9293 17.2326 -22.2466
H: 6.5400 19.6264 -23.2504
C: 7.9532 13.4836 -7.1602
C: 6.8680 14.3729 -7.8090
C: 7.2390 15.8878 -7.8374
O: 6.7905 14.1549 -9.1698
H: 8.9173 13.7061 -7.6174
H: 7.7946 12.4453 -7.4513
H: 8.0306 13.6820 -6.0912
H: 5.8927 14.3228 -7.3248
H: 8.0156 16.1132 -8.5683
H: 7.8077 16.1744 -6.9528
H: 6.5079 16.6958 -7.8112
H: 5.9948 14.6158 -9.4454
C: 3.1194 4.0585 -17.3386
C: 4.1631 4.8171 -18.1315
C: 4.2157 4.3334 -19.5881
O: 3.9952 6.2177 -18.0050
H: 3.0520 2.9984 -17.5830
H: 2.1642 4.4350 -17.7046
H: 3.1724 4.1048 -16.2509
H: 5.1734 4.6393 -17.7631
H: 3.2784 4.4202 -20.1377
H: 4.6849 3.3496 -19.5713
H: 4.7830 5.0349 -20.1998
H: 3.6510 6.4520 -17.1401
C: -1.1929 17.0384 -21.7709
C: -1.5018 17.0010 -20.2580
C: -0.6197 17.7245 -19.3180
O: -2.8350 17.3018 -20.0175
H: -1.1382 18.0448 -22.1862
H: -1.9440 16.4962 -22.3453
H: -0.2748 16.4763 -21.9418
H: -1.3603 15.9590 -19.9714
H: 0.2558 17.1242 -19.0706
H: -1.1563 18.0112 -18.4135
H: -0.3297 18.6880 -19.7371
H: -2.9780 18.2160 -20.2732
C: 10.3752 9.7002 -19.2841
C: 11.8192 9.5439 -18.9020
C: 11.8805 8.5314 -17.7735
O: 12.7134 9.4178 -20.0147
H: 10.3761 10.4539 -20.0715
H: 9.9284 10.0421 -18.3505
H: 9.8192 8.7955 -19.5301
H: 12.1370 10.4436 -18.3750
H: 12.4978 8.9543 -16.9809
H: 12.4573 7.6557 -18.0710
H: 10.9590 8.1516 -17.3321
H: 12.7571 8.5435 -20.4088
C: 7.9075 22.5294 -13.7071
C: 7.6612 23.9974 -13.8749
C: 7.5501 24.6652 -12.5422
O: 8.7598 24.6014 -14.5510
H: 8.0679 21.9985 -14.6455
H: 7.1079 22.1579 -13.0664
H: 8.8580 22.4233 -13.1842
H: 6.7074 24.0940 -14.3935
H: 7.5238 25.7377 -12.7345
H: 8.4594 24.3883 -12.0087
H: 6.6690 24.4333 -11.9438
H: 9.5477 24.4970 -14.0125
C: 1.8376 10.7846 -22.5591
C: 2.9354 9.6872 -22.6314
C: 3.5626 9.4677 -23.9863
O: 3.8991 10.1309 -21.7461
H: 0.9828 10.4573 -21.9672
H: 1.6189 11.2058 -23.5404
H: 2.1479 11.6508 -21.9747
H: 2.5281 8.7434 -22.2690
H: 4.4237 8.8134 -23.8499
H: 3.8623 10.3662 -24.5256
H: 2.8066 9.0752 -24.6664
H: 4.1555 9.3441 -21.2595
C: -0.6811 16.7265 -11.6980
C: 0.2906 17.8548 -12.0242
C: -0.0618 19.1290 -11.1400
O: 1.4632 17.3091 -11.7139
H: -1.6920 17.0106 -11.9903
H: -0.7723 16.3281 -10.6876
H: -0.6082 15.9096 -12.4160
H: 0.2983 17.9873 -13.1060
H: 0.6643 19.9300 -11.2788
H: 0.1730 18.8458 -10.1140
H: -1.0553 19.4946 -11.3999
H: 1.4149 16.4981 -12.2253

Output
E_HOMO: -9.904 eV
Frontier orbital gap: 9.892 eV
LUMO: -0.01 eV

b) Density functional theory data (wB97M-V/def2-TZVPD) for a cluster of 15 separate species, C30H90O15 in total.

Element x y z (Å)
C: 0.7838 3.7201 -5.1582
C: 0.5906 4.3258 -6.5583
O: -0.5012 3.7210 -7.2343
H: 1.6026 4.2196 -4.6404
H: 1.0911 2.6781 -5.2476
H: -0.1359 3.7219 -4.5732
H: 1.4979 4.0967 -7.1173
H: 0.4624 5.4080 -6.5374
H: -0.8269 4.2648 -7.9553
C: 7.0246 -2.0816 -5.7664
C: 5.9379 -1.0349 -5.8794
O: 4.8975 -1.4899 -5.0407
H: 6.6203 -3.0448 -6.0778
H: 7.3571 -2.2039 -4.7356
H: 7.9065 -1.7421 -6.3096
H: 5.5627 -0.9867 -6.9016
H: 6.3074 -0.0768 -5.5140
H: 5.0832 -1.2859 -4.1212
C: -1.4566 -7.0260 -4.8675
C: -2.5458 -5.9445 -4.6952
O: -1.8204 -4.7364 -4.4159
H: -1.9913 -7.9218 -5.1832
H: -0.9681 -7.3089 -3.9351
H: -0.7746 -6.7034 -5.6542
H: -3.1871 -6.1741 -3.8442
H: -3.1907 -5.8408 -5.5678
H: -1.0876 -4.6382 -5.0282
C: -5.5577 -0.9925 0.6199
C: -5.9079 -0.6851 2.0773
O: -5.2088 0.5282 2.3863
H: -5.9884 -1.9482 0.3212
H: -4.4846 -0.9733 0.4299
H: -5.9533 -0.2171 -0.0361
H: -5.7268 -1.4707 2.8110
H: -6.9842 -0.5346 2.1613
H: -5.6560 1.1580 1.8163
C: -1.8168 2.3811 8.4442
C: -2.7770 1.6920 7.4556
O: -2.3796 1.9253 6.1279
H: -0.8704 1.8522 8.5561
H: -2.2257 2.4541 9.4519
H: -1.5496 3.3998 8.1631
H: -3.7234 2.2122 7.6030
H: -2.9067 0.6179 7.5880
H: -3.1413 1.9418 5.5438
C: 5.5714 2.1809 -1.3704
C: 6.2938 0.8807 -1.0338
O: 5.4826 -0.2456 -0.8565
H: 4.7594 2.3927 -0.6747
H: 5.1839 2.0757 -2.3837
H: 6.2238 3.0529 -1.3240
H: 6.8845 1.1639 -0.1625
H: 7.0523 0.5900 -1.7606
H: 5.9907 -0.8714 -0.3353
C: -5.4002 -0.9452 -5.2058
C: -4.1198 -0.1817 -5.5605
O: -4.3857 1.0052 -6.1664
H: -5.2383 -1.6525 -4.3925
H: -5.7563 -1.4943 -6.0775
H: -6.1859 -0.2660 -4.8749
H: -3.5008 -0.8412 -6.1688
H: -3.5514 -0.0406 -4.6411
H: -3.5681 1.4230 -6.4466
C: 4.8373 0.3951 5.0401
C: 6.2284 0.9201 4.6655
O: 6.7278 1.5453 5.8469
H: 4.7947 -0.3232 5.8589
H: 4.3694 -0.0285 4.1515
H: 4.1637 1.1992 5.3365
H: 6.0795 1.5660 3.8002
H: 6.9269 0.1622 4.3107
H: 7.5373 1.9967 5.5971
C: -3.8867 4.6656 -0.3364
C: -5.2455 4.3286 -0.8655
O: -6.0572 4.0466 0.1842
H: -3.4194 3.7735 0.0807
H: -3.9379 5.4720 0.3952
H: -3.2177 4.9575 -1.1459
H: -5.2436 3.4671 -1.5333
H: -5.6315 5.1704 -1.4403
H: -6.9512 3.8866 -0.1269
C: -1.4228 -3.8053 5.2605
C: -1.0173 -2.8465 4.1144
O: -0.1145 -3.4344 3.2216
H: -0.6299 -4.0662 5.9615
H: -1.7331 -4.7553 4.8254
H: -2.2122 -3.4265 5.9097
H: -0.5282 -1.9286 4.4405
H: -1.8942 -2.5643 3.5317
H: -0.3424 -3.1223 2.3428
C: -1.6730 7.7878 4.2506
C: -1.5689 6.4722 4.9060
O: -0.9963 5.4975 4.0511
H: -2.0598 8.5352 4.9433
H: -2.4340 7.7927 3.4703
H: -0.7637 8.2502 3.8663
H: -2.4903 6.0591 5.3164
H: -0.8648 6.6047 5.7274
H: -1.2292 4.6699 4.4782
C: 3.8194 6.2493 4.0733
C: 3.6686 5.3744 2.8238
O: 2.5881 5.8302 2.1085
H: 3.7594 7.3052 3.8095
H: 4.7260 6.0200 4.6334
H: 2.9408 6.0922 4.6989
H: 3.5767 4.2947 2.9410
H: 4.5199 5.5945 2.1796
H: 1.7623 5.6615 2.5681
C: 3.5723 -6.0670 -2.5357
C: 4.6589 -6.6944 -3.4109
O: 5.0077 -7.9882 -2.9511
H: 2.6642 -6.6698 -2.5405
H: 3.2279 -5.0639 -2.7875
H: 3.8995 -6.0186 -1.4971
H: 5.4847 -5.9861 -3.4783
H: 4.2587 -6.8304 -4.4156
H: 4.2530 -8.5712 -3.0610
C: -3.1816 -6.3196 0.7024
C: -4.7095 -6.3855 0.9106
O: -5.2023 -7.6536 1.3155
H: -2.8068 -5.4691 0.1331
H: -2.8307 -7.2434 0.2425
H: -2.6493 -6.2823 1.6529
H: -5.1606 -6.1320 -0.0488
H: -5.0269 -5.6342 1.6337
H: -6.1592 -7.6763 1.2409
C: 0.3776 0.6558 0.2546
C: 0.2503 -0.1377 -1.0355
O: -0.3383 -1.4188 -0.8413
H: 0.7997 1.6154 -0.0438
H: 1.1116 0.1447 0.8775
H: -0.5691 0.8075 0.7733
H: 1.2296 -0.3470 -1.4659
H: -0.3193 0.4473 -1.7577
H: -0.4209 -1.9063 -1.6642

Output
E_HOMO: -9.818 eV
Frontier orbital gap: 10.048 eV
LUMO: 0.23 eV

Stability summary: most stable a), least stable b).

a) Density functional theory data (wB97M-V/def2-TZVPD) for the molecule C3H6INO2.

Element x y z (Å)
C: 1.1620 0.8345 -0.4738
C: 0.5765 -0.5179 -0.1516
C: -0.8087 -0.3089 0.8291
N: -1.7772 0.6639 0.2708
O: -1.7401 1.7537 0.8037
O: 0.2801 -1.2850 -1.3154
I: -1.7892 -2.2059 0.9126
H: 2.2788 0.6271 -0.7490
H: 0.4379 1.3404 -1.2359
H: 1.2011 1.4247 0.5154
H: 1.2354 -1.1035 0.3435
H: -0.4330 -0.0126 1.8147
H: -0.6237 -1.2104 -1.5640

Output
E_HOMO (alpha / beta): -9.709 / -9.709 eV
SMILES: C[C@H](O)[C@H](I)N=O
Frontier orbital gap (alpha / beta): 8.863 / 8.862 eV
LUMO (alpha / beta): -0.85 / -0.85 eV

b) Density functional theory data (wB97M-V/def2-TZVPD) for the molecule C3H6INO2.

Element x y z (Å)
C: 2.0631 0.4439 -0.9465
C: -0.6412 -0.5354 -0.0540
C: 0.9382 1.2568 -0.3004
N: 0.2118 0.4312 0.6275
O: 2.5494 -0.4997 -0.1476
O: 2.4665 0.6534 -2.0516
I: 1.9635 2.8338 0.7845
H: -1.4070 -0.0613 -0.6803
H: -0.0303 -1.1770 -0.6888
H: -1.1295 -1.1500 0.6994
H: 0.3368 1.7554 -1.0719
H: 2.0391 -0.5267 0.6852
H: -0.3540 0.9984 1.2528

Output
E_HOMO: -9.917 eV
SMILES: CN[C@@H](I)C(=O)O
Frontier orbital gap: 9.825 eV
LUMO: -0.09 eV

Stability summary: most stable b), least stable a).